Formula: C27H33Br2ClN2O2Ta
Source: the Open Molecules 2025 dataset
Level of theory: ωB97M-V with the def2-TZVPD basis set

Values from the calculation:
- Net charge: +3
- HOMO level: -0.6285 Ha
- ΔE to the lowest compared entry with this formula, charge and spin: 69.5 kJ/mol
- LUMO energy: -11.64 eV

Cartesian coordinates (Å):
Ta -0.94 -0.27 0.58
C -0.36 -2.97 3.21
C 0.17 -1.68 2.71
C -0.11 -0.48 3.38
C 0.35 0.75 2.92
C 0.00 1.99 3.67
C 1.23 0.76 1.83
C 1.75 -0.44 1.31
C 3.12 -0.49 0.75
C 1.02 -1.62 1.58
H 0.37 -3.37 3.92
H -0.47 -3.71 2.42
H -1.29 -2.85 3.77
H -0.74 -0.51 4.27
H 0.29 2.90 3.15
H 0.56 1.97 4.62
H -1.06 2.02 3.94
H 1.71 1.69 1.56
H 3.77 -0.42 1.64
H 3.36 0.35 0.11
H 3.34 -1.43 0.27
H 1.35 -2.53 1.11
Br -3.07 3.25 -1.85
C -2.14 3.76 -0.32
Br -1.72 2.29 1.05
H -2.75 4.38 0.33
H -1.16 4.18 -0.53
C 1.58 3.66 -0.47
C 1.31 2.88 -1.76
C 2.02 1.55 -1.88
C 3.32 1.54 -2.37
C 3.98 0.35 -2.65
C 3.34 -0.86 -2.46
C 2.05 -0.90 -1.94
C 1.36 -2.24 -1.82
C 0.85 -2.76 -3.16
C 1.44 0.31 -1.61
N 0.02 0.24 -1.22
C -0.75 0.27 -2.32
C -2.08 -0.04 -2.15
C -3.21 -0.18 -2.96
C -4.26 -0.59 -2.11
C -3.73 -0.70 -0.85
N -2.39 -0.37 -0.84
H 1.15 4.66 -0.52
H 2.65 3.79 -0.31
H 1.16 3.17 0.40
H 1.65 3.49 -2.60
H 0.23 2.75 -1.91
H 3.81 2.49 -2.59
H 4.99 0.37 -3.05
H 3.84 -1.78 -2.72
H 0.52 -2.21 -1.10
H 2.07 -2.97 -1.41
H 0.09 -2.08 -3.59
H 0.40 -3.74 -3.06
H 1.66 -2.83 -3.88
H -0.30 0.51 -3.28
H -3.26 -0.01 -4.02
H -5.28 -0.79 -2.39
H -4.25 -1.00 0.05
Cl -3.96 -1.68 4.32
C -3.66 -2.34 2.72
C -2.66 -1.51 1.98
O -1.97 -2.01 1.02
O -2.42 -0.29 2.21
H -4.58 -2.35 2.14
H -3.31 -3.37 2.78